This record from OMol25 describes a 3-piece molecular cluster, C3H12O3S overall at a distorted geometry. The level of theory is wB97M-V/def2-TZVPD.

Computed properties:
Net charge: -1
Frontier orbital gap (spin up / spin down), eV: 2.0 / 9.4
Multiplicity: 2
Relative energy (zero: lowest compared OMol25 entry of this formula, charge and spin), kJ/mol: 48.51
Electronic energy, hartree: -745.34656

Atoms and positions in Å:
C -0.00325 -0.84099 1.63150
O 0.64455 0.24425 2.30768
C 0.55476 -0.90627 0.23174
C 1.96241 -1.46908 0.19894
S 2.71995 -1.35054 -1.45088
H -1.05684 -0.56835 1.70381
H 0.11800 -1.82952 2.09585
H 0.20079 0.51909 3.09649
H 0.58268 0.13438 -0.09889
H -0.11805 -1.38860 -0.47722
H 2.55018 -0.84395 0.87836
H 2.07797 -2.47283 0.60881
H 2.06194 -2.40812 -1.94955
H -4.07862 -0.42471 0.60721
H -2.95680 0.61100 0.50829
O -3.16713 -0.25974 0.91032
H -4.56126 5.23462 -2.30702
H -3.40290 4.34892 -2.78977
O -3.67873 4.93277 -2.07802

This record from OMol25 describes a 3-piece molecular cluster, C3H12O3S overall at a distorted geometry. The level of theory is wB97M-V/def2-TZVPD.

Computed properties:
Net charge: +1
Frontier orbital gap (spin up / spin down), eV: 9.6 / 5.0
Multiplicity: 2
Relative energy (zero: lowest compared OMol25 entry of this formula, charge and spin), kJ/mol: 88.61
Electronic energy, hartree: -745.03014

Atoms and positions in Å:
C 0.10203 0.96835 -1.54574
O 1.06937 -0.02309 -1.10925
C -1.34386 0.72039 -1.09374
C -1.33867 0.70231 0.43810
S -3.00256 0.20403 1.06576
H 0.22249 1.01986 -2.66370
H 0.51751 1.98198 -1.20101
H 0.76899 -0.95560 -1.21591
H -1.58416 -0.28114 -1.52383
H -2.08741 1.44856 -1.51494
H -0.90264 -0.21819 0.93627
H -0.83006 1.56443 0.94124
H -2.69027 -1.15850 0.90236
H 1.79394 -3.08272 1.56543
H 2.19935 -1.70209 1.08094
O 1.62257 -2.45657 0.83290
H 1.47986 0.57760 2.06785
H 1.81221 0.23799 0.59523
O 2.19131 0.45237 1.44204

This record from OMol25 describes C3H12OSSi2 as an isolated structure at a distorted geometry. The level of theory is wB97M-V/def2-TZVPD.

Computed properties:
Net charge: 0
Frontier orbital gap, eV: 8.1
Relative energy (zero: lowest compared OMol25 entry of this formula, charge and spin), kJ/mol: 302.31
Electronic energy, hartree: -1173.90121

Atoms and positions in Å:
C -1.78223 1.09859 -1.10594
C -1.59546 0.07645 1.74062
C -0.29763 -1.65425 -0.58950
O 0.73828 0.98974 0.28480
Si 3.04197 0.65021 0.41405
Si -0.60119 0.19452 0.09177
S 3.81303 -0.35330 -1.24970
H -1.67210 0.78845 -2.05011
H -2.86133 1.13651 -0.79811
H -1.50639 2.06981 -0.92126
H -2.45668 0.65109 1.87010
H -1.82578 -1.01229 1.81794
H -0.92615 0.13680 2.55729
H -1.14560 -2.03673 -1.13683
H 0.52534 -1.52039 -1.29135
H -0.07961 -2.31496 0.19872
H 3.12950 2.04654 0.44723
H 2.97748 -0.47678 1.33701
H 2.52455 -0.47001 -1.61671

This record from OMol25 describes a 2-piece molecular cluster, C3H12Si2 overall at a distorted geometry. The level of theory is wB97M-V/def2-TZVPD.

Computed properties:
Net charge: 0
Frontier orbital gap (spin up / spin down), eV: 6.6 / 8.6
Relative energy (zero: lowest compared OMol25 entry of this formula, charge and spin), kJ/mol: 359.33
Electronic energy, hartree: -700.29500

Atoms and positions in Å:
C -0.18858 1.76262 2.13408
C -1.91292 0.16853 0.16984
C 1.93991 0.13092 -0.92666
Si 1.50323 -1.28607 -2.12627
Si -0.57283 -0.01765 1.42101
H 0.81029 2.21259 1.81611
H -0.79180 2.41830 1.50713
H -0.35560 1.88072 3.18708
H -1.82069 0.15318 -0.85002
H -2.62766 -0.61223 0.48541
H -2.29358 1.11287 0.52402
H 2.59952 0.08254 -0.14239
H 1.61846 1.05471 -1.31655
H 0.30670 -0.75026 -2.93755
H 0.94486 -2.25784 -1.29568
H 2.30497 -2.17085 -3.06214
H -1.15668 -1.13065 2.25399

This record from OMol25 describes a 2-piece molecular cluster, C3H13IN3O4P overall at a distorted geometry. The level of theory is wB97M-V/def2-TZVPD.

Computed properties:
Net charge: 0
Frontier orbital gap, eV: 6.3
Electronic energy, hartree: -1226.17638

Atoms and positions in Å:
N 0.29794 -4.01259 -0.94191
C -0.32503 -2.79078 -1.49546
C -0.34538 -1.60202 -0.47717
I -1.44728 -2.42164 1.23831
C -1.17989 -0.31381 -0.82628
O -0.85543 0.58895 0.23839
P 0.85175 0.41536 0.56407
O 1.03405 1.44465 -0.86854
N 2.02654 1.04108 -1.70926
O 1.61687 1.01828 -2.83352
O 0.95292 -1.11972 -0.28956
H 0.89454 -3.78317 -0.15441
H -0.41531 -4.65820 -0.63014
H -1.37654 -3.07180 -1.75099
H 0.15448 -2.49065 -2.45425
H -0.86971 0.06904 -1.83338
H -2.28309 -0.44152 -0.92426
H 0.70218 -0.34516 1.77413
H 0.80010 1.59786 1.44890
H 2.29357 0.33537 0.62117
N -0.50664 4.11206 2.26264
H -0.73460 3.52561 3.06825
H -0.46014 3.51819 1.41730
H -1.22599 4.82713 2.14430
H 0.40008 4.55747 2.41165

This record from OMol25 describes C3H13N2 as an isolated structure at a distorted geometry. The level of theory is wB97M-V/def2-TZVPD.

Computed properties:
Net charge: +1
Frontier orbital gap, eV: 12.0
Relative energy (zero: lowest compared OMol25 entry of this formula, charge and spin), kJ/mol: 264.56
Electronic energy, hartree: -231.29565

Atoms and positions in Å:
C -1.55891 1.19158 1.65771
N -1.34444 0.19368 0.49863
H -1.43969 2.19996 1.32120
H -2.62527 1.04416 2.00862
H -0.75812 1.03223 2.42980
H -0.09455 0.21297 0.10571
H -2.11857 -0.14332 -0.05568
H -1.15926 -0.64391 1.16572
C 1.11539 -1.67983 -0.77820
C 1.02402 -0.15609 -1.51895
N 0.93951 0.74106 -0.34953
H 0.37010 -2.05479 -0.12972
H 1.24127 -2.38985 -1.58815
H 1.97607 -1.62916 -0.33107
H 1.86186 -0.15385 -2.15704
H 0.04446 -0.13072 -2.15319
H 1.74386 0.60555 0.19961
H 0.78226 1.76032 -0.32548

This record from OMol25 describes a 2-piece molecular cluster, C3H13N2O overall at a distorted geometry. The level of theory is wB97M-V/def2-TZVPD.

Computed properties:
Net charge: +1
Frontier orbital gap, eV: 9.8
Relative energy (zero: lowest compared OMol25 entry of this formula, charge and spin), kJ/mol: 273.67
Electronic energy, hartree: -306.53145

Atoms and positions in Å:
N -0.73432 -0.31350 0.96020
C 0.71906 -0.77281 1.05071
C 1.27264 -0.99928 -0.40960
N 0.60407 -0.01714 -1.32642
C 1.59753 1.03193 -1.67810
H -1.31468 -0.63792 1.72922
H -0.66389 0.74325 1.21868
H -1.13970 -0.49882 0.07699
H 1.24001 0.00036 1.61202
H 0.74315 -1.73831 1.57048
H 2.31324 -0.91186 -0.54856
H 0.96039 -2.10430 -0.75458
H 0.21497 -0.36600 -2.08093
H 2.58499 0.92315 -1.15991
H 1.05956 2.00242 -1.71840
H 1.83173 0.89834 -2.75677
H -2.69200 1.31400 0.37385
H -3.43415 0.68335 1.88179
O -2.79091 0.80597 1.16770

This record from OMol25 describes a 2-piece molecular cluster, C3H13N2O overall at a distorted geometry. The level of theory is wB97M-V/def2-TZVPD.

Computed properties:
Net charge: +1
Frontier orbital gap, eV: 11.3
Relative energy (zero: lowest compared OMol25 entry of this formula, charge and spin), kJ/mol: 39.12
Electronic energy, hartree: -306.62079

Atoms and positions in Å:
C -0.04184 0.82739 0.64773
C 1.37865 1.12041 0.26417
C 2.12863 -0.21209 0.09472
N 1.36967 -1.14480 -0.78133
N -0.85635 0.38795 -0.54890
H -0.15009 0.01320 1.35958
H -0.63268 1.63981 1.08291
H 1.84241 1.70732 1.05600
H 1.52388 1.72374 -0.63805
H 2.14628 -0.70094 1.06840
H 3.12266 -0.03806 -0.31830
H 1.75434 -2.06615 -0.60239
H -0.61402 -0.61338 -0.63372
H 1.66893 -1.02627 -1.75171
H -1.87223 0.41951 -0.40616
H -0.69889 0.81038 -1.46241
H -4.44350 -0.62002 1.09290
H -3.92835 -1.50707 -0.02344
O -3.69748 -0.72095 0.49999

This record from OMol25 describes a 2-piece molecular cluster, C3H13N2O overall at a distorted geometry. The level of theory is wB97M-V/def2-TZVPD.

Computed properties:
Net charge: +2
Frontier orbital gap (spin up / spin down), eV: 12.1 / 6.4
Multiplicity: 2
Relative energy (zero: lowest compared OMol25 entry of this formula, charge and spin), kJ/mol: 50.41
Electronic energy, hartree: -306.13587

Atoms and positions in Å:
C -0.71126 0.93195 0.68932
C 0.13112 1.28871 -0.57487
C 1.38143 0.40119 -0.68437
N 2.23439 0.27729 0.44231
N -0.69155 -0.52491 1.01958
H -0.33899 1.51233 1.52922
H -1.74882 1.21226 0.54493
H 0.51127 2.29378 -0.36405
H -0.45767 1.39145 -1.48040
H 2.02343 0.84856 -1.48740
H 1.13063 -0.60272 -1.04543
H 2.58451 1.14794 0.84083
H 0.21183 -0.88030 1.35168
H 3.03294 -0.35310 0.29492
H -1.29718 -0.76107 1.81456
H -0.98179 -1.09282 0.20681
H -3.06418 -2.14706 -1.01844
H -1.82779 -2.84521 -1.29347
O -2.12231 -2.09827 -0.78570

This record from OMol25 describes a 2-piece molecular cluster, C3H13N2OS overall at a distorted geometry. The level of theory is wB97M-V/def2-TZVPD.

Computed properties:
Net charge: +1
Frontier orbital gap, eV: 10.1
Relative energy (zero: lowest compared OMol25 entry of this formula, charge and spin), kJ/mol: 61.21
Electronic energy, hartree: -704.79069

Atoms and positions in Å:
N -0.36722 1.01489 -1.05184
C 0.62705 -0.15196 -1.19850
C 1.57492 -0.19722 -0.02444
S 0.94154 -0.27104 1.68638
C -0.17666 -1.47759 -1.43366
N -1.60616 -1.24464 -1.62646
H -0.17265 1.73159 -1.73952
H -1.33423 0.69569 -1.02996
H -0.24369 1.40061 -0.12508
H 1.11621 0.16721 -2.10489
H 2.16528 -1.09442 -0.18349
H 2.20968 0.68259 -0.11497
H 2.15933 -0.07101 2.19644
H 0.11142 -2.05657 -0.54849
H 0.25877 -2.02868 -2.26478
H -2.02760 -1.26176 -0.69788
H -2.00591 -2.02241 -2.11422
H -1.17470 2.91665 1.82746
H -1.72513 1.64885 2.23533
O -1.51730 2.13656 1.44268

This record from OMol25 describes a 2-piece molecular cluster, C3H13N2OS2 overall at a distorted geometry. The level of theory is wB97M-V/def2-TZVPD.

Computed properties:
Net charge: +1
Frontier orbital gap, eV: 10.0
Relative energy (zero: lowest compared OMol25 entry of this formula, charge and spin), kJ/mol: 61.83
Electronic energy, hartree: -1102.99201

Atoms and positions in Å:
S 0.52028 1.23014 2.26603
S 1.48096 1.01948 0.49459
C 0.18981 0.94289 -0.81428
C -0.11126 -0.40861 -1.43700
C -0.99106 -0.24660 -2.69377
N -2.16974 -1.11052 -2.69788
N -0.80221 -1.32187 -0.43373
H 0.26156 2.54437 2.41380
H 0.70136 1.55638 -1.53933
H -0.72507 1.41085 -0.46117
H 0.82127 -0.92800 -1.61930
H -0.35838 -0.50980 -3.52983
H -1.21434 0.78250 -2.95790
H -2.16847 -1.67572 -3.53778
H -3.00633 -0.54663 -2.70993
H -0.65155 -1.04437 0.54950
H -0.53188 -2.26162 -0.70439
H -1.80311 -1.19950 -0.59857
H 0.77577 -1.65218 2.40344
H -0.58894 -2.11775 2.87128
O -0.05952 -2.00683 2.07031

This record from OMol25 describes C3H13N2OV as an isolated structure at a distorted geometry. The level of theory is wB97M-V/def2-TZVPD.

Computed properties:
Net charge: +1
Frontier orbital gap (spin up / spin down), eV: 7.0 / 6.6
Multiplicity: 2
Electronic energy, hartree: -1250.51632

Atoms and positions in Å:
C 2.89146 0.71956 -0.04374
V 0.56581 1.29210 0.74152
N -1.44713 1.72365 1.63913
H 0.81468 2.80751 0.26788
H -2.21756 1.81558 0.96882
H 2.46676 1.27664 0.82946
H 3.66839 1.37824 -0.45080
H 2.19369 0.47788 -0.87361
H 3.43327 -0.15797 0.34468
H -1.79405 1.02051 2.30076
H -1.47486 2.60287 2.16674
C -0.76808 -2.71635 -0.85332
C -0.72048 -1.25400 -0.51031
N -1.59442 -0.47641 -1.13103
O 0.07700 -0.78924 0.35313
H -1.56140 -2.92735 -1.58206
H -0.99836 -3.35251 0.02099
H 0.15670 -3.09368 -1.33025
H -1.48530 0.53733 -1.06320
H -2.20613 -0.88436 -1.79482